1.
# C43H73N3OP3ScSi

A molecular structure, C43H73N3OP3ScSi (ωB97M-V/def2-TZVPD, OMol25).

As for the total charge: +2. The HOMO energy is -12.87 eV.

XYZ file:
```
125
Properties=species:S:1:pos:R:3:forces:R:3
Sc 0.04950 0.72736 -0.39843 -0.2 -0.2 0.1
C -0.69561 1.92081 3.28675 0.0 0.0 0.0
Si -0.08097 0.49377 2.23340 0.0 0.0 -0.1
C 1.69848 0.15455 2.79253 0.1 0.0 0.1
C 2.07823 0.48029 4.09731 0.0 0.0 0.0
C 3.40119 0.42075 4.51446 0.0 0.0 0.0
C 4.38727 0.04988 3.61545 0.0 0.0 0.0
C 4.04228 -0.28646 2.31350 0.0 0.0 0.0
C 2.71240 -0.24622 1.90072 0.0 0.0 0.0
P 2.21508 -0.77831 0.22694 -0.2 0.0 0.1
C 3.76095 -0.83080 -0.77600 0.1 0.0 0.0
C 3.54139 -0.50476 -2.26545 0.0 0.0 0.0
C 3.27450 -1.70708 -3.16320 0.0 0.0 0.0
C 4.36115 -2.76097 -2.98432 0.0 0.0 0.0
C 4.44443 -3.20416 -1.52828 0.0 -0.1 0.0
C 4.70931 -2.03301 -0.58418 0.0 0.0 0.0
C 1.39417 -2.39430 0.55089 0.1 -0.1 0.1
C 0.83722 -3.05934 -0.70618 0.0 -0.1 0.0
C -0.06909 -4.22889 -0.32741 -0.1 0.0 0.0
C 0.67357 -5.23160 0.55178 0.0 0.0 0.0
C 1.23658 -4.55525 1.79817 0.0 0.0 0.0
C 2.15756 -3.39250 1.42887 0.0 0.0 0.0
C -1.22202 -0.98993 2.52444 0.0 -0.1 0.1
C -1.09139 -1.72687 3.70292 0.0 0.0 0.0
C -1.84871 -2.86629 3.94067 0.0 0.0 0.0
C -2.76203 -3.29301 2.98987 0.0 0.0 0.0
C -2.92176 -2.57263 1.81411 0.0 0.0 0.0
C -2.16703 -1.42842 1.57530 0.0 0.0 -0.1
P -2.34525 -0.51956 0.00123 0.2 0.1 0.2
C -3.48469 -1.34760 -1.17852 0.0 0.0 -0.1
C -2.82489 -2.53890 -1.92854 0.0 0.0 0.0
C -3.43328 -3.90744 -1.64708 0.0 0.0 0.0
C -4.94573 -3.85642 -1.79744 0.0 0.0 0.0
C -5.52594 -2.97178 -0.70591 0.0 0.0 0.0
C -4.95975 -1.54327 -0.70173 0.0 0.0 0.0
C -3.09297 1.11217 0.44783 -0.2 0.0 0.0
C -4.33082 1.13278 1.35114 0.0 0.0 0.0
C -4.49029 2.53742 1.96139 0.0 0.0 0.0
C -3.96410 3.63294 1.01962 0.0 0.0 0.0
C -4.18381 3.22728 -0.43344 0.0 0.0 0.0
C -3.33038 1.99519 -0.79241 0.0 0.0 0.0
H -0.76292 1.61831 4.33530 0.0 0.0 0.0
H -1.69602 2.23600 2.98759 0.0 0.0 0.0
H -0.03362 2.78706 3.22618 0.0 0.0 0.0
H 1.32883 0.80640 4.80962 0.0 0.0 0.0
H 3.66004 0.67403 5.53437 0.0 0.0 0.0
H 5.42397 0.01247 3.92370 0.0 0.0 0.0
H 4.83018 -0.58507 1.63449 0.0 0.0 0.0
H 4.26030 0.05131 -0.35683 0.0 0.0 0.0
H 4.45309 -0.01436 -2.62392 0.0 0.0 0.0
H 2.73760 0.23226 -2.36288 0.0 0.0 0.0
H 3.23562 -1.37021 -4.20132 0.0 0.0 0.0
H 2.29347 -2.14156 -2.94548 0.0 0.0 0.0
H 5.32403 -2.33951 -3.29279 0.0 0.0 0.0
H 4.17547 -3.61723 -3.63335 0.0 0.0 0.0
H 5.23824 -3.94122 -1.39735 0.0 0.0 0.0
H 3.51647 -3.71245 -1.25217 0.1 0.0 0.0
H 5.72688 -1.67091 -0.76363 0.0 0.0 0.0
H 4.69133 -2.38096 0.44915 0.0 0.0 0.0
H 0.53128 -2.06973 1.15027 0.0 0.0 0.0
H 1.65675 -3.42783 -1.32721 -0.1 0.0 0.0
H 0.28969 -2.33330 -1.32431 0.0 0.0 0.0
H -0.45004 -4.71151 -1.22989 0.0 0.0 0.0
H -0.93667 -3.84538 0.22360 0.0 0.0 0.0
H 1.49270 -5.68102 -0.02096 0.0 0.0 0.0
H 0.00652 -6.04878 0.83000 0.0 0.0 0.0
H 1.77961 -5.27365 2.41374 0.0 0.0 0.0
H 0.40976 -4.17395 2.41012 0.0 0.0 0.0
H 3.02754 -3.77802 0.89074 0.0 0.0 0.0
H 2.52586 -2.89677 2.32984 0.0 0.0 0.0
H -0.36489 -1.41940 4.44862 0.0 0.0 0.0
H -1.72087 -3.42113 4.86112 0.0 0.0 0.0
H -3.35264 -4.18389 3.15992 0.0 0.0 0.0
H -3.63387 -2.92025 1.08126 0.0 0.0 0.0
H -3.52822 -0.54474 -1.91957 0.0 0.0 0.0
H -1.75144 -2.56005 -1.73172 0.0 0.0 0.0
H -2.92951 -2.35171 -3.00046 0.0 0.0 0.0
H -3.18066 -4.24930 -0.63797 0.0 0.0 0.0
H -2.99364 -4.63066 -2.33628 0.0 0.0 0.0
H -5.37452 -4.85633 -1.72777 0.0 0.0 0.0
H -5.20712 -3.47014 -2.78873 0.0 0.0 0.0
H -5.34785 -3.45930 0.25675 0.0 0.0 0.0
H -6.61026 -2.90066 -0.79873 0.0 0.0 0.0
H -5.09215 -1.12445 0.29497 0.0 0.0 0.0
H -5.58289 -0.93368 -1.35946 0.0 0.0 0.0
H -2.28684 1.57854 1.03132 0.0 0.0 0.0
H -4.25903 0.38011 2.13902 0.0 0.0 0.0
H -5.20812 0.88180 0.75171 0.0 0.1 0.0
H -3.96891 2.58635 2.91938 0.0 0.0 0.0
H -5.54431 2.71227 2.18096 0.0 0.0 0.0
H -2.89322 3.79899 1.19174 0.0 0.0 0.0
H -4.45596 4.58123 1.23521 0.0 0.0 0.0
H -3.95581 4.04528 -1.11831 0.0 0.0 0.0
H -5.24134 2.99567 -0.58135 0.0 0.0 0.0
H -2.37083 2.33649 -1.20194 0.1 0.0 0.0
H -3.82619 1.43336 -1.58683 0.0 0.0 0.0
C 0.60022 5.51897 -3.07093 0.0 0.0 0.0
N 0.22495 4.85098 -1.82666 0.0 0.1 0.0
C -0.78346 5.56366 -1.03371 0.0 0.0 0.0
P 1.08443 3.66529 -1.13182 -0.3 -0.1 0.0
O 0.11256 2.70845 -0.41789 0.2 0.0 -0.2
N 1.85473 2.75864 -2.28228 0.1 0.1 -0.1
C 1.04125 2.07623 -3.29364 0.0 0.0 0.0
C 3.22365 3.09197 -2.70436 0.0 0.0 0.0
N 2.15081 4.24641 -0.06250 0.1 0.0 0.1
C 2.82193 3.37615 0.90382 0.0 0.0 0.0
C 2.70741 5.59760 -0.14872 0.0 0.0 0.0
H -0.28067 5.62319 -3.70536 0.0 0.0 0.0
H 1.34618 4.94369 -3.61354 0.0 0.0 0.0
H 1.00449 6.51538 -2.87747 0.0 0.0 0.0
H -1.68425 5.69542 -1.63396 0.0 0.0 0.0
H -0.41616 6.54708 -0.73121 0.0 0.0 0.0
H -1.04150 4.99097 -0.14489 0.0 0.0 0.0
H 0.44282 1.25745 -2.86495 0.0 0.0 -0.1
H 1.69971 1.61289 -4.02483 0.0 0.0 0.0
H 0.34918 2.74021 -3.81496 0.0 0.0 0.0
H 3.77748 3.50801 -1.86605 0.0 0.0 0.0
H 3.24409 3.80690 -3.52991 0.0 0.0 0.0
H 3.72575 2.18055 -3.02467 0.0 0.0 0.0
H 2.35027 2.39536 0.94533 0.0 0.0 0.0
H 2.76064 3.81779 1.89933 0.0 0.0 0.0
H 3.87601 3.24712 0.64289 0.0 0.0 0.0
H 2.12362 6.21146 -0.83029 0.0 0.0 0.0
H 3.74345 5.57312 -0.49469 0.0 0.0 0.0
H 2.68090 6.06078 0.83764 0.0 0.0 0.0
```
Positions in Å, forces in eV/Å.

=====

2.
# C5H8O

A molecular structure, C5H8O (ωB97M-V/def2-TZVPD, OMol25).

The HOMO energy is -9.46 eV. As for the energy relative to the best compared isomer or geometry (same formula, charge and spin): 29.07 kcal per mole.

XYZ file:
```
14
Properties=species:S:1:pos:R:3:forces:R:3
C -0.65958 1.40943 -0.57896 0.0 0.1 0.0
C -0.02998 0.38890 0.34775 -0.1 0.3 -0.1
C 1.25442 -0.26746 -0.24966 0.1 -0.1 0.1
C 0.63304 -1.48332 0.40647 0.2 -0.3 0.5
O 1.12196 -2.12197 1.30549 0.0 -0.4 -0.5
C -0.79235 -0.97321 0.36289 0.0 -0.1 0.1
H -0.79360 0.89689 -1.54101 0.0 0.2 0.1
H -1.64741 1.74061 -0.24766 0.1 0.0 0.1
H -0.01823 2.27606 -0.76106 -0.1 0.0 0.2
H 0.20002 0.63019 1.39323 -0.3 0.6 -0.3
H 2.22437 -0.01709 0.18412 -0.1 0.1 -0.1
H 1.27227 -0.15234 -1.33916 -0.1 -0.4 0.2
H -1.35658 -1.25070 1.25508 0.0 0.1 -0.1
H -1.40835 -1.07598 -0.53752 0.4 -0.2 0.1
```
Positions in Å, forces in eV/Å.

=====

3.
# C5H8ClN2O2

2 unconnected molecules or ions with the total composition C5H8ClN2O2 in a non-equilibrium geometry (ωB97M-V/def2-TZVPD, OMol25).

As for the total charge: +1. The HOMO energy (alpha / beta) is -13.56 / -13.56 eV. As for the energy relative to the best compared isomer or geometry (same formula, charge and spin): 110.26 kcal per mole.

XYZ file:
```
18
Properties=species:S:1:pos:R:3:forces:R:3
C -1.57397 0.34008 -0.53433 -0.6 2.0 0.8
C 1.55451 -0.36486 0.98565 3.3 0.9 0.7
C 1.22847 0.70090 0.14020 -5.6 -2.1 2.3
C -0.87057 1.11738 0.24964 4.9 0.9 0.3
C -3.06065 0.60751 -0.75174 0.2 -0.5 0.0
N 1.91276 1.48202 -0.62136 1.1 1.3 -0.7
N 2.76955 -0.86678 1.25090 0.5 -1.7 0.0
O 3.24153 1.40669 -0.57466 2.0 -2.3 1.3
O 1.48745 2.31530 -1.33948 -1.4 1.5 -1.3
Cl -0.87395 2.59676 1.16982 -0.7 -1.5 -1.0
H -1.01474 -0.45110 -0.98623 -0.2 -0.4 -0.4
H 0.90121 -0.66350 1.76591 -1.5 -0.6 -0.2
H -3.29206 -0.27740 -1.35348 -1.1 0.1 0.6
H -3.56700 0.70859 0.26952 0.3 -0.3 -1.8
H -3.29530 1.46463 -1.44151 0.6 -0.5 1.0
H 3.63084 -0.54636 0.87825 0.3 1.1 -1.2
H 3.68800 2.22782 -0.79747 -0.5 0.8 -0.5
H 3.05371 -1.78818 1.67982 -1.8 1.3 0.1
```
Positions in Å, forces in eV/Å.

=====

4.
# C8H16N2

2 unconnected molecules or ions with the total composition C8H16N2 in a non-equilibrium geometry (ωB97M-V/def2-TZVPD, OMol25).

The HOMO energy is -8.73 eV. As for the energy relative to the best compared isomer or geometry (same formula, charge and spin): 70.45 kcal per mole.

XYZ file:
```
26
Properties=species:S:1:pos:R:3:forces:R:3
C 1.39728 -0.07909 -0.59172 0.3 2.1 1.3
C 1.10059 0.75673 1.91279 -1.3 -1.8 1.2
C 0.65108 -0.02994 -1.91381 0.0 -0.2 0.1
C 1.55908 -1.49929 -0.07351 0.0 0.0 0.0
C 0.97228 1.13664 0.52109 -0.4 -2.6 -2.6
N 0.46104 2.22398 0.15273 -0.8 0.7 0.5
H 2.40784 0.31632 -0.76041 0.1 -0.2 -0.2
H 0.05546 2.24892 -0.77913 0.8 -0.1 -0.3
H 2.03773 0.26339 2.14369 0.2 -0.1 0.1
H 0.92782 1.59980 2.57418 0.0 0.1 0.1
H 0.14149 -0.11467 2.08316 2.7 2.7 -0.2
H 0.47280 0.97951 -2.26824 0.0 0.2 0.0
H -0.31407 -0.52334 -1.84632 -0.1 -0.1 0.0
H 1.21874 -0.54944 -2.68846 0.1 0.0 0.0
H 2.05409 -1.54159 0.89431 0.0 0.0 0.0
H 0.60497 -2.01411 0.00965 -0.1 0.0 0.0
H 2.17064 -2.08175 -0.76737 0.0 0.1 0.0
C -1.68589 -0.80882 0.62056 1.0 -0.9 0.8
C -2.08801 0.51204 0.20392 -0.6 0.6 -0.3
C -2.63486 0.75957 -0.98799 -0.1 -0.2 0.4
N -1.12814 -1.00694 1.76592 -1.6 -0.1 -0.7
H -0.88705 -1.97202 1.96885 0.0 -0.2 -0.4
H -1.77688 -1.60345 -0.12746 -0.2 -0.1 0.1
H -1.93691 1.30460 0.92356 0.0 0.1 0.0
H -2.96094 1.74988 -1.26387 0.0 0.1 0.0
H -2.82015 -0.02695 -1.70613 0.1 -0.1 -0.1
```
Positions in Å, forces in eV/Å.